Record 1
{"formula": "C6H4N4O2", "method": "ωB97M-V/def2-TZVPD", "de_lowest_ev": 2.848, "gap_ha": 0.292, "largest_force_ha_per_bohr": 0.1149, "symbols": ["C", "C", "C", "C", "C", "C", "H", "H", "H", "H", "N", "N", "N", "N", "O", "O"], "positions_angstrom": [[1.800084, -0.815273, -0.009014], [-0.421289, -0.879118, -0.101156], [-2.598687, -0.917893, 0.123667], [-1.815635, 1.233471, 0.002381], [-0.559613, 0.564086, -0.280119], [1.819027, 0.580067, 0.093725], [3.603842, -0.983747, 0.384561], [-3.635907, -1.557947, 0.335182], [-1.556147, 2.349595, -0.249622], [0.558012, 2.322187, -0.498189], [0.723184, -1.517714, -0.166848], [-1.465193, -1.700434, -0.035205], [-2.913629, 0.400930, 0.354378], [0.611129, 1.251972, -0.328156], [2.916245, -1.446434, 0.020076], [2.934571, 1.116245, 0.354338]], "forces_ev_per_a": [[-2.690, -2.610, -0.342], [-2.048, 1.488, -1.386], [-3.796, -2.535, 2.246], [2.320, -2.326, -1.036], [-2.437, -1.252, 2.013], [1.836, 5.588, -0.550], [2.775, 2.488, 1.242], [3.013, 1.434, -0.776], [-2.290, -1.610, 1.257], [0.688, -2.579, 0.706], [3.260, -0.368, 0.335], [-3.058, 3.675, 0.266], [3.611, 1.041, -2.502], [2.925, 1.417, 0.337], [-0.982, -3.342, -1.227], [-3.126, -0.510, -0.581]]}


Record 2
{"formula": "C6H3F3N4S", "method": "ωB97M-V/def2-TZVPD", "de_lowest_ev": 1.353, "gap_ha": [0.270, 0.204], "largest_force_ha_per_bohr": 0.0975, "symbols": ["C", "C", "C", "C", "C", "C", "N", "N", "N", "N", "F", "F", "F", "S", "H", "H", "H"], "positions_angstrom": [[-0.862525, 0.199604, -0.772004], [-0.239098, 1.473324, -0.749596], [1.123345, -0.805378, -0.232195], [1.849725, 0.509884, -0.305428], [1.821410, -2.036219, -0.172376], [3.934687, 1.605128, -0.076385], [-0.134518, -0.874268, -0.553672], [1.038095, 1.567232, -0.432048], [2.847101, -2.342942, 0.479098], [3.149117, 0.550491, -0.144434], [3.969837, 2.431010, -1.160651], [3.494603, 2.525002, 0.895267], [5.195809, 1.264076, 0.254498], [3.703350, -3.457840, 1.205608], [-1.900975, 0.031750, -0.918726], [-0.730236, 2.335388, -0.818906], [1.370632, -2.731246, -0.757040]], "forces_ev_per_a": [[1.133, 0.685, -0.045], [2.790, -3.935, 1.321], [2.280, 2.723, -1.037], [-0.754, -1.420, 1.240], [0.735, 0.288, 0.680], [0.836, 4.814, 1.128], [-1.125, -1.111, 0.230], [-0.392, 1.910, -0.945], [1.180, -0.358, 1.995], [-2.236, -3.299, -0.572], [0.383, -1.111, -0.383], [0.545, -1.144, 0.015], [-0.546, 0.238, -0.360], [-0.398, 0.791, -0.938], [-0.766, 0.141, -0.262], [-2.150, 3.389, -0.482], [-1.516, -2.601, -1.584]]}


Record 3
{"formula": "C5H11FO2", "method": "ωB97M-V/def2-TZVPD", "de_lowest_ev": 3.912, "gap_ha": 0.383, "largest_force_ha_per_bohr": 0.0973, "symbols": ["C", "C", "C", "C", "C", "H", "H", "H", "H", "H", "H", "H", "H", "H", "H", "H", "O", "O", "F"], "positions_angstrom": [[1.712460, 0.601892, 1.175757], [-0.214344, 0.529339, 0.064389], [-2.352247, 1.133879, -0.839231], [0.069926, -0.951021, -0.204960], [-0.460022, -2.073617, 0.724305], [2.445100, 1.408454, 1.458771], [1.150971, 0.438806, 1.972333], [2.107343, -0.507033, 1.039509], [-0.809667, 0.624985, 1.104632], [-2.434734, 1.826512, 0.236499], [-3.004833, 0.204963, -0.828695], [-2.554811, 1.507389, -1.798317], [-0.476482, -0.825587, -1.213796], [0.272091, -2.277875, 1.668784], [-1.568240, -2.050591, 1.037543], [-0.348408, -2.961314, 0.110328], [0.881001, 1.242635, 0.154628], [-0.899216, 1.035695, -1.049144], [1.425861, -1.228687, -0.350337]], "forces_ev_per_a": [[3.708, 1.002, -1.978], [-2.443, -0.669, 2.062], [1.407, 0.689, 2.757], [-1.948, -0.590, -0.882], [0.396, -0.247, 1.373], [-0.351, -1.272, -0.441], [-3.015, -0.139, 3.988], [-0.006, 3.354, -0.180], [0.371, -0.103, -2.009], [-0.540, -1.831, -3.506], [1.352, 0.446, 0.728], [-1.213, 1.716, -0.758], [1.236, -2.076, 0.887], [-1.893, 0.882, -2.108], [1.821, 0.421, -0.403], [-0.067, -0.363, 0.080], [3.841, 0.133, 0.959], [-1.873, -0.512, 1.306], [-0.784, -0.841, -1.875]]}


Record 4
{"formula": "C3H7N3S2", "method": "ωB97M-V/def2-TZVPD", "de_lowest_ev": 1.110, "gap_ha": 0.334, "largest_force_ha_per_bohr": 0.0639, "symbols": ["C", "C", "C", "H", "H", "H", "H", "H", "H", "H", "N", "N", "N", "S", "S"], "positions_angstrom": [[-1.125794, -0.510088, 1.217805], [-1.464592, -0.221115, -0.179866], [0.801621, 0.878025, -0.483850], [-0.606292, -1.481466, 1.273786], [-0.472015, 0.231908, 1.668690], [-2.096257, -0.647477, 1.734288], [-0.841370, 0.706994, -1.795234], [0.250328, 2.712642, -0.726123], [2.603380, 0.484796, 0.228521], [1.483288, -2.398322, 0.223616], [-0.472375, 0.318489, -0.903955], [1.073042, 2.116609, -0.471507], [1.770425, -0.060485, -0.079186], [-2.810246, -0.571834, -0.912530], [1.906854, -1.558679, -0.794456]], "forces_ev_per_a": [[-0.763, -1.058, 1.156], [2.380, 0.149, 0.674], [-0.886, -0.446, 0.059], [-0.106, 0.283, -0.074], [-0.171, 0.137, 0.133], [0.808, 0.250, 0.123], [0.735, -0.504, 0.801], [0.917, -0.861, 0.408], [-0.645, -1.099, -0.375], [0.237, 0.736, -0.491], [1.305, 1.898, -1.770], [-0.742, 0.254, -0.390], [-0.098, 1.998, 0.528], [-3.039, -0.718, -1.019], [0.070, -1.019, 0.235]]}


Record 5
{"formula": "C9H14", "method": "ωB97M-V/def2-TZVPD", "de_lowest_ev": 0.615, "gap_ha": 0.370, "largest_force_ha_per_bohr": 0.0379, "symbols": ["C", "C", "H", "H", "H", "H", "H", "H", "C", "C", "C", "C", "C", "C", "C", "H", "H", "H", "H", "H", "H", "H", "H"], "positions_angstrom": [[2.401411, -2.226933, -0.974131], [2.113208, -1.138026, 0.066389], [3.135223, -2.906702, -0.538578], [1.545234, -2.813605, -1.300879], [2.897999, -1.848318, -1.871820], [1.692043, -0.245581, -0.380097], [2.997674, -0.960715, 0.673585], [1.368589, -1.539089, 0.759291], [0.180852, 2.046134, -1.057774], [-1.936291, 0.836354, -0.623547], [-0.723738, 1.323016, -0.125833], [-2.872372, 0.162974, 0.153365], [-0.406719, 0.916593, 1.163905], [-2.469279, -0.281187, 1.405204], [-1.290642, 0.207089, 1.962749], [-2.280735, 1.128930, -1.572268], [-3.846308, 0.038986, -0.298279], [0.681946, 1.384951, -1.751426], [0.927745, 2.696330, -0.657951], [0.410346, 1.428245, 1.663377], [-3.141244, -0.787726, 2.086564], [-1.025187, -0.145955, 2.948711], [-0.359765, 2.724237, -1.730552]], "forces_ev_per_a": [[0.871, 0.037, -0.030], [-0.554, -1.054, -0.051], [-0.158, -0.300, -0.040], [-0.172, 0.158, 0.143], [-0.146, 0.184, 0.035], [0.182, 0.246, 0.107], [0.091, 0.462, -0.201], [-0.056, 0.209, 0.028], [-0.301, 0.810, -1.071], [-0.365, 0.521, 1.043], [-0.562, -1.458, -0.219], [1.056, -0.167, -0.309], [0.134, 1.737, 0.874], [-0.769, 0.878, 0.891], [0.057, -1.280, -1.054], [-0.081, 0.434, -1.316], [-0.111, -0.509, 0.316], [0.239, -0.498, -0.013], [0.587, 0.118, 0.917], [0.445, -0.442, -0.149], [-0.150, -0.252, -0.255], [0.129, 0.371, 0.159], [-0.365, -0.206, 0.196]]}


Record 6
{"formula": "C47H35Cl5LaN4O2P2", "method": "ωB97M-V/def2-TZVPD", "de_lowest_ev": 0.714, "gap_ha": 0.270, "largest_force_ha_per_bohr": 0.0597, "total_charge": 1, "symbols": ["La", "C", "N", "P", "C", "C", "C", "C", "C", "C", "C", "C", "C", "C", "C", "C", "P", "C", "C", "C", "C", "C", "C", "C", "C", "C", "C", "C", "C", "H", "H", "H", "H", "H", "H", "H", "H", "H", "H", "H", "H", "H", "H", "H", "H", "H", "H", "H", "H", "H", "H", "H", "C", "O", "C", "C", "C", "C", "C", "C", "N", "N", "C", "C", "C", "C", "O", "C", "N", "C", "C", "C", "C", "H", "H", "H", "H", "H", "H", "H", "H", "H", "H", "H", "H", "Cl", "C", "C", "C", "Cl", "C", "Cl", "C", "Cl", "C", "Cl"], "positions_angstrom": [[-1.499748, -1.099911, -0.949236], [3.634896, -1.603906, 0.313955], [2.218600, -1.466008, 0.343958], [1.251930, -0.101671, 0.111851], [2.378720, 1.215144, -0.452654], [3.538340, 1.583165, 0.173793], [4.140308, 2.795710, -0.173201], [3.481367, 3.615885, -1.071237], [2.323059, 3.236545, -1.647230], [1.768022, 2.005175, -1.416991], [0.639569, 0.402825, 1.737113], [1.027183, -0.264639, 2.890942], [0.500971, 0.128872, 4.136562], [-0.460340, 1.123839, 4.129416], [-0.846833, 1.787205, 2.946609], [-0.359110, 1.353673, 1.727823], [1.071666, -2.781486, 0.322481], [1.436141, -3.850495, 1.723918], [0.556532, -3.876599, 2.825762], [0.855789, -4.688167, 3.911170], [2.030676, -5.389597, 4.010127], [2.913927, -5.402066, 2.919334], [2.578024, -4.708562, 1.790172], [1.577178, -3.841233, -1.182364], [2.155430, -3.265972, -2.296514], [2.527764, -4.031960, -3.388224], [2.240559, -5.387572, -3.451086], [1.583701, -5.978730, -2.359523], [1.244334, -5.212718, -1.245802], [4.120543, -1.467501, 1.338084], [4.211817, -1.004240, -0.386273], [3.786766, -2.658978, 0.008629], [4.031355, 0.954878, 0.811805], [5.145588, 3.043434, 0.220009], [3.822918, 4.622910, -1.206905], [1.864062, 3.929672, -2.329358], [0.975736, 1.640063, -2.049889], [1.735459, -1.060980, 2.783602], [0.737855, -0.406014, 5.023980], [-0.931656, 1.335773, 5.133640], [-1.713734, 2.509503, 2.966824], [-0.702806, 1.886736, 0.855804], [-0.313208, -3.307516, 2.821069], [0.140721, -4.667021, 4.697723], [2.310041, -5.950817, 4.845047], [3.743389, -6.112462, 2.837284], [3.151476, -4.877148, 0.880324], [2.389115, -2.238059, -2.215619], [3.268467, -3.608313, -4.080650], [2.477863, -6.006331, -4.275177], [1.392694, -7.083170, -2.318830], [0.711916, -5.700735, -0.422284], [1.323313, 5.059810, 2.549660], [0.988602, 5.637522, 1.274886], [-0.321772, 5.827396, 0.931597], [-1.360035, 5.283211, 1.645440], [-2.683136, 5.332261, 1.167233], [-2.868267, 5.876708, -0.064723], [-1.834924, 6.494797, -0.770659], [-0.524866, 6.424639, -0.298845], [-4.173208, 6.046798, -0.567090], [-4.938998, 5.077425, -0.643695], [-4.419116, 3.785903, -0.349842], [-4.966297, 2.985831, 0.644144], [-4.560540, 1.620099, 0.874075], [-3.592965, 1.093675, 0.127576], [-3.143680, -0.151191, 0.210307], [-3.073177, 1.871337, -0.984641], [-2.244826, 1.253041, -1.872056], [-1.716780, 1.858185, -2.905342], [-2.052385, 3.251645, -3.207239], [-2.966960, 3.832086, -2.384956], [-3.491336, 3.192118, -1.230419], [2.349983, 4.816405, 2.407572], [0.762684, 4.164020, 2.826847], [1.329512, 5.834907, 3.346128], [-1.108712, 4.882641, 2.590819], [-3.508175, 4.919747, 1.811772], [-1.988968, 6.851686, -1.771434], [0.332516, 6.857110, -0.788208], [-5.787011, 3.410089, 1.174335], [-5.026564, 1.027757, 1.689776], [-1.075576, 1.283128, -3.571714], [-1.677543, 3.684890, -4.127058], [-3.390620, 4.795559, -2.662422], [-1.866573, -4.907124, 0.590572], [-1.996908, -4.778891, -1.137780], [-1.854294, -3.532489, -1.744926], [-1.807342, -3.509087, -3.109283], [-1.459828, -1.895809, -3.879958], [-2.017927, -4.613887, -3.932601], [-2.063826, -4.609819, -5.657305], [-2.070015, -5.797698, -3.285099], [-2.013351, -7.308127, -4.217054], [-2.073547, -5.881577, -1.907433], [-2.231592, -7.417157, -1.110721]], "forces_ev_per_a": [[0.285, -0.290, 0.354], [1.705, -1.542, 1.400], [-1.873, -0.506, -0.346], [0.677, 0.279, -0.737], [-1.987, -1.056, 0.133], [0.310, 2.211, -1.460], [0.645, -0.738, 0.250], [1.163, 0.876, 1.417], [-1.142, 0.391, -1.385], [0.691, -0.008, -0.066], [0.469, -0.769, -0.559], [-0.212, 0.774, 0.637], [-0.259, -0.170, -1.973], [-0.600, 0.642, 1.313], [-1.724, -0.127, 0.863], [0.045, 1.166, 1.081], [0.592, -0.556, -1.217], [0.422, -0.931, 1.022], [2.315, -0.901, -1.041], [-0.230, 0.720, 0.151], [0.667, 0.414, -1.613], [-0.494, -0.816, 0.004], [-0.699, 1.014, -1.219], [-1.031, -0.392, 0.850], [0.049, -0.482, 0.628], [1.149, -0.058, -0.535], [-0.825, 0.203, 1.508], [-0.123, -0.534, 0.166], [0.006, 0.063, 0.286], [-0.627, -0.175, -1.132], [-0.519, 0.316, -0.239], [0.445, 0.523, 0.258], [0.939, -1.452, 1.827], [-0.887, -0.003, -0.146], [0.372, 0.258, -0.352], [-0.254, 0.065, -0.278], [-0.442, 0.017, 0.318], [0.351, -0.318, 0.230], [0.260, -0.225, 0.597], [0.420, 0.149, -1.427], [1.236, -0.724, 0.059], [0.048, -0.132, -0.510], [-1.465, 0.942, -0.010], [-0.325, -0.264, 0.737], [-0.007, -0.767, 1.343], [-0.154, 0.465, 0.460], [0.094, 0.269, 0.174], [0.487, 1.034, -0.310], [-0.866, -0.019, -0.152], [0.518, -0.298, -0.773], [0.044, 1.233, -0.259], [0.352, 0.205, -0.152], [0.085, 1.138, -0.110], [-0.347, 0.043, 0.553], [1.023, -0.931, -0.147], [-1.002, 0.389, -0.082], [0.913, -0.862, 2.078], [-0.195, 1.036, -0.517], [1.338, -0.715, 0.058], [-1.089, 0.388, -0.008], [-0.891, 0.178, -0.601], [-0.115, 0.321, 0.214], [-0.684, -1.719, 0.710], [0.489, -0.360, -1.120], [-1.768, 1.801, 1.751], [1.559, -0.662, -2.256], [0.063, -0.368, 0.392], [-0.435, 0.511, -0.019], [0.771, -1.051, 0.232], [-0.798, 2.241, -0.231], [0.327, -2.500, 0.254], [-0.445, 0.626, -0.258], [0.700, -0.277, -0.274], [0.801, -0.530, 0.037], [-0.068, 0.182, -0.170], [-0.524, -0.473, -0.360], [-0.236, -0.446, 0.864], [0.971, 0.637, -0.980], [-0.378, 0.475, -0.125], [-0.049, 0.008, -0.353], [-0.406, 0.127, 0.644], [0.352, 0.512, -0.738], [-0.048, 0.062, 0.107], [-0.073, 0.169, 0.225], [0.254, -0.040, 0.150], [-0.235, 0.226, 0.019], [0.382, 1.788, 0.115], [0.184, 0.473, 0.250], [-0.407, 0.357, -0.091], [-0.207, -0.353, 0.062], [0.637, 1.016, -1.059], [0.094, 0.594, 0.271], [-0.056, -2.757, -0.630], [-0.218, 0.941, 0.623], [-0.435, -2.152, 0.700], [0.151, -0.018, -0.351]]}


Record 7
{"formula": "CFNOS", "method": "ωB97M-V/def2-TZVPD", "de_lowest_ev": 2.262, "gap_ha": [0.305, 0.305], "largest_force_ha_per_bohr": 0.0825, "symbols": ["C", "N", "O", "F", "S"], "positions_angstrom": [[0.533581, -1.354801, -0.373803], [0.300816, -2.471404, -0.327443], [0.303285, 1.365040, 1.323867], [-1.353160, 1.306746, -0.549318], [0.215477, 1.154418, -0.073304]], "forces_ev_per_a": [[-0.477, 4.205, 0.319], [-0.148, -1.755, -0.010], [-0.279, -0.109, -0.393], [1.902, -0.503, 0.753], [-0.998, -1.838, -0.668]]}